A structure of composition C24H13BrF7NPS4SbV in a non-equilibrium geometry. Source: the Open Molecules 2025 dataset; level of theory: ωB97M-V with the def2-TZVPD basis set.

Structure (XYZ):
```
53
Properties=species:S:1:pos:R:3:mulliken_charge:R:1
V 0.62 1.16 -1.86 0.16
F -1.84 0.34 -6.06 -0.25
C -2.61 -0.47 -5.33 0.66
F -3.87 -0.35 -5.76 -0.25
F -2.23 -1.74 -5.58 -0.25
C -2.53 -0.19 -3.85 0.02
C -3.52 -0.73 -3.05 -0.32
C -3.49 -0.55 -1.67 -1.32
C -2.42 0.09 -1.11 -0.03
N -1.43 0.59 -1.88 0.44
C -1.52 0.54 -3.22 0.54
S -0.26 1.56 -3.91 -0.28
H -4.33 -1.27 -3.51 0.51
H -4.29 -0.93 -1.04 0.48
H -2.32 0.21 -0.05 0.52
F -1.41 3.93 4.78 -0.27
C -0.98 3.15 3.81 0.57
C -0.24 2.02 4.10 0.40
F 0.03 1.72 5.36 -0.27
C 0.20 1.21 3.08 -0.04
F 0.90 0.15 3.49 -0.43
C -0.07 1.47 1.73 -0.01
P 0.60 0.33 0.44 1.43
C 2.30 0.06 1.04 0.95
C 3.11 1.14 1.36 -0.54
C 4.42 0.93 1.76 -0.87
C 4.93 -0.36 1.84 -0.52
C 4.12 -1.44 1.51 -0.83
C 2.81 -1.24 1.11 -0.22
C -0.29 -1.26 0.65 0.67
C -0.31 -2.19 -0.38 -0.27
C -0.97 -3.41 -0.23 -0.83
C -1.63 -3.71 0.95 -0.69
C -1.63 -2.78 1.98 -0.73
C -0.96 -1.57 1.84 -0.23
C -0.81 2.63 1.47 -0.27
Br -1.22 3.27 -0.24 -0.09
C -1.26 3.45 2.49 0.20
F -1.95 4.55 2.25 -0.30
H 2.72 2.15 1.30 0.54
H 5.04 1.78 2.02 0.47
H 5.95 -0.52 2.16 0.43
H 4.51 -2.45 1.57 0.46
H 2.18 -2.09 0.86 0.36
H 0.18 -1.99 -1.33 0.16
H -0.96 -4.12 -1.05 0.48
H -2.14 -4.65 1.06 0.43
H -2.15 -2.99 2.91 0.46
H -1.00 -0.88 2.66 0.40
S 4.21 1.75 -4.41 -0.43
Sb 3.98 1.32 -2.29 0.51
S 1.96 -0.38 -2.26 -0.38
S 1.88 2.76 -1.53 -0.34
```

Output
Charge: +1
Lowest unoccupied orbital energy (alpha / beta) in eV: -4.67 / -4.67
Energy relative to the best compared isomer or geometry (same formula, charge and spin) in kcal per mole: 2.3
2S+1: 1
Maximum force in eV/Å: 1.157